Entry from the OMol25 dataset: a 16-piece molecular cluster, C64H144N16O26 overall at a distorted geometry (ωB97M-V/def2-TZVPD).

Each line ends with the Mulliken charge.
Atoms and positions in Å:
C -4.8997 3.2453 0.1215  -0.518
N -5.6784 3.3649 -1.1591  0.894
O -5.0743 3.1086 -2.1706  -0.448
O -6.8572 3.6964 -1.2254  -0.614
H -4.1460 2.4802 -0.0646  -0.132
H -5.6694 2.8813 0.8021  0.395
H -4.6788 4.2879 0.3501  0.473
C 0.7790 1.6744 5.2873  0.223
N 0.9711 3.1344 5.0437  1.075
O 1.6826 3.5219 4.1271  -0.601
O 0.3807 3.8571 5.8224  -0.607
H -0.2827 1.5227 5.4822  -0.220
H 1.4454 1.4607 6.1230  0.476
H 1.1181 1.2220 4.3554  -0.358
C -5.0068 -1.9384 1.1802  -0.398
N -5.2349 -1.1444 -0.0836  0.935
O -5.9355 -1.6246 -0.9448  -0.558
O -4.6906 -0.0395 -0.2583  -0.340
H -5.9284 -2.4100 1.5213  0.334
H -4.5875 -1.2805 1.9414  -0.055
H -4.2024 -2.6706 1.1108  0.063
C -2.0160 -6.1918 3.2906  -0.700
N -2.5101 -5.0738 2.4022  0.763
O -1.6754 -4.3151 1.9717  -0.163
O -3.7217 -5.0196 2.2839  -0.509
H -1.9099 -5.7997 4.3021  0.218
H -1.0047 -6.4083 2.9462  0.113
H -2.6889 -7.0388 3.1568  0.363
C 6.6493 2.1712 1.7272  -0.547
N 6.0286 3.3870 1.0681  1.049
O 6.6501 3.9276 0.1877  -0.541
O 5.0105 3.8625 1.5381  -0.575
H 6.1431 1.7523 2.5970  0.160
H 7.6563 2.4802 2.0074  0.364
H 6.5468 1.4714 0.8978  0.102
C -0.8983 -2.1959 5.7306  -0.872
N 0.2418 -3.0167 5.3162  1.030
O 1.2783 -2.9536 5.9241  -0.663
O 0.0144 -3.8348 4.3854  -0.490
H -0.5711 -1.1826 5.9636  0.235
H -1.3329 -2.7072 6.5896  0.445
H -1.6591 -2.1541 4.9512  0.196
C 6.9590 0.1675 -3.2725  -0.762
N 6.7960 0.7811 -1.9431  0.727
O 7.7577 1.4366 -1.5179  -0.531
O 5.8062 0.5367 -1.2896  -0.219
H 6.7003 0.9104 -4.0270  0.251
H 6.2685 -0.6754 -3.2451  0.226
H 8.0255 -0.0449 -3.3481  0.320
C 3.5493 -3.0486 -3.6144  -0.594
N 3.0748 -2.0693 -4.6543  0.841
O 2.6330 -0.9892 -4.2555  -0.370
O 3.1915 -2.4342 -5.8092  -0.569
H 4.6198 -3.2133 -3.7369  0.307
H 3.0181 -3.9362 -3.9583  0.321
H 3.2328 -2.7244 -2.6231  0.069
C -2.0976 4.6224 -2.5593  0.102
N -2.2971 5.3060 -1.2812  1.070
O -3.2857 6.0602 -1.1158  -0.649
O -1.4807 5.1598 -0.4177  -0.573
H -1.1315 4.9654 -2.9294  -0.001
H -2.9354 4.8125 -3.2301  0.373
H -1.9743 3.6122 -2.1690  -0.223
C 1.5125 -5.5126 1.7346  0.300
N 2.0576 -5.3666 0.3378  1.019
O 3.2379 -5.0783 0.1696  -0.590
O 1.2200 -5.6789 -0.4985  -0.562
H 0.5589 -4.9949 1.6314  -0.478
H 2.1980 -5.0156 2.4210  -0.149
H 1.3813 -6.5499 2.0428  0.458
C -5.4239 2.3464 -6.4273  -1.675
C -4.3308 2.1203 -7.5067  1.596
C -3.6028 3.5180 -7.5918  -1.453
C -2.6289 3.8403 -6.3714  -0.516
C -1.5612 2.7792 -6.2013  0.182
C -2.1770 1.2847 -6.2235  2.286
N -3.3651 1.0785 -7.1354  0.432
O -3.9759 -0.2048 -7.1313  -0.398
C -1.0392 0.3997 -6.5590  -1.537
C -2.5428 1.0215 -4.7496  -0.457
C -4.9090 1.8172 -8.8593  -2.065
H -5.0495 2.6794 -5.4593  0.169
H -5.9242 1.3922 -6.2617  0.354
H -6.1446 3.0722 -6.8039  0.468
H -3.1198 3.5871 -8.5665  0.321
H -4.3655 4.2886 -7.4800  0.570
H -3.2340 3.8505 -5.4648  -0.326
H -2.2886 4.8755 -6.3947  0.598
H -1.0894 2.9617 -5.2358  -1.172
H -0.7572 2.9595 -6.9149  0.786
H -0.1244 0.8525 -6.1769  0.344
H -1.1826 -0.5597 -6.0618  -0.086
H -0.9809 0.1448 -7.6172  0.309
H -1.7317 0.7931 -4.0582  0.094
H -3.0939 1.8576 -4.3191  -0.259
H -3.2257 0.1735 -4.8000  0.001
H -5.7097 1.0841 -8.9575  0.390
H -4.1131 1.5308 -9.5468  0.472
H -5.4251 2.6838 -9.2723  0.422
H -4.0081 -0.4917 -8.0469  0.299
C -5.2116 1.7167 4.1910  -1.465
C -3.9983 2.5723 4.6769  1.514
C -4.3207 4.0526 4.5038  -0.842
C -5.2021 4.5591 5.6876  -0.953
C -4.4442 4.4387 7.0132  -1.194
C -4.2036 2.9320 7.2746  1.449
N -3.5822 2.3291 6.0855  0.504
O -3.1558 0.9780 6.3395  -0.287
C -3.1095 2.9420 8.3861  -1.788
C -5.5007 2.2167 7.6024  -1.688
C -2.7469 2.2922 3.7101  -1.969
H -5.1862 0.6792 4.5242  0.367
H -5.3487 1.7032 3.1097  0.198
H -6.1267 2.0663 4.6690  0.318
H -3.4642 4.7254 4.5475  0.354
H -4.8990 4.0983 3.5810  0.321
H -6.1845 4.0870 5.6978  0.341
H -5.4481 5.6105 5.5386  0.425
H -5.0141 4.8109 7.8646  0.492
H -3.4456 4.8743 6.9789  0.461
H -3.0938 3.6962 9.1729  0.364
H -3.0918 2.0200 8.9673  0.397
H -2.1086 3.0086 7.9597  0.241
H -6.3345 2.4797 6.9515  0.344
H -5.4546 1.1330 7.4940  0.291
H -5.7682 2.5026 8.6196  0.476
H -2.3765 1.2672 3.7204  0.348
H -1.8549 2.8244 4.0407  0.259
H -2.9014 2.7081 2.7145  0.310
H -4.0023 0.5562 6.1742  0.295
C 1.7664 -1.6267 2.1398  -0.511
C 1.8828 -0.5660 1.0471  3.201
C 2.0890 -1.3206 -0.3025  -2.221
C 0.8364 -2.0479 -0.8021  0.566
C -0.2913 -0.9644 -0.9734  -1.064
C -0.5257 -0.0703 0.2842  2.245
N 0.7437 0.3883 0.9278  1.003
O 0.5073 1.1976 2.0308  0.056
C -1.3946 1.1361 -0.2033  -0.429
C -1.4461 -0.8432 1.3205  0.287
C 3.0974 0.3971 1.1798  -0.888
H 0.9029 -2.2859 2.0509  -0.632
H 1.5424 -1.1025 3.0689  -0.534
H 2.6457 -2.2652 2.2258  0.319
H 2.4630 -0.6664 -1.0901  0.118
H 2.8321 -2.1126 -0.2093  0.851
H 0.4360 -2.7980 -0.1201  -0.816
H 1.0619 -2.5841 -1.7239  0.400
H -1.1224 -1.6240 -1.2228  0.168
H -0.3207 -0.3074 -1.8426  -0.609
H -0.8789 1.9503 -0.7124  -0.798
H -2.0573 0.7365 -0.9709  0.683
H -1.9188 1.6961 0.5712  -0.440
H -2.3194 -0.2305 1.5441  -0.218
H -1.8095 -1.8000 0.9455  -0.824
H -0.9416 -0.9921 2.2751  -0.332
H 2.9151 1.4277 0.8750  -0.075
H 3.9538 -0.0011 0.6357  0.392
H 3.4359 0.3919 2.2159  -0.324
H 0.9222 2.0128 1.7396  0.284
C 6.6367 -4.8681 4.3234  -1.668
C 6.0720 -4.1784 5.5454  1.392
C 7.1863 -3.5619 6.4403  -1.168
C 7.6439 -2.1435 6.0687  -0.848
C 6.5116 -1.1651 5.8606  -1.121
C 5.3767 -1.7506 5.0119  2.074
N 5.0003 -3.1797 5.3119  0.052
O 3.8404 -3.5978 4.6177  0.039
C 4.1857 -0.7843 5.1704  -1.429
C 5.8296 -1.6331 3.5216  -1.538
C 5.4026 -5.3052 6.3340  -1.747
H 7.1282 -5.7552 4.7228  0.541
H 7.2887 -4.2890 3.6695  0.309
H 5.7941 -5.1852 3.7088  0.257
H 6.8140 -3.6986 7.4556  0.462
H 8.0844 -4.1549 6.2679  0.363
H 8.2991 -2.1703 5.1979  0.368
H 8.2334 -1.7562 6.8998  0.409
H 7.0669 -0.3852 5.3395  0.205
H 6.1514 -0.7313 6.7935  0.459
H 3.7135 -0.7314 6.1514  0.520
H 4.3483 0.2044 4.7413  0.468
H 3.3459 -1.1045 4.5538  -0.324
H 5.1755 -2.1283 2.8039  0.073
H 5.7007 -0.6474 3.0745  0.220
H 6.8319 -2.0343 3.3717  0.304
H 4.5192 -5.7149 5.8442  0.277
H 5.2211 -5.1147 7.3918  0.381
H 6.0593 -6.1677 6.4480  0.484
H 3.0710 -3.4284 5.1664  0.324
C -3.4544 -4.6615 -0.8422  -1.433
C -3.4734 -4.7904 -2.4256  1.351
C -3.8111 -3.3760 -2.9238  -0.579
C -3.6015 -3.0743 -4.3571  -1.377
C -2.1445 -3.2797 -4.7663  -1.192
C -1.6578 -4.7557 -4.3666  1.871
N -2.1028 -5.1793 -2.9710  1.209
O -1.6041 -6.3947 -2.5730  -0.585
C -2.1474 -5.6980 -5.4391  -1.906
C -0.1352 -4.5974 -4.3199  -1.497
C -4.5385 -5.7930 -2.9171  -2.009
H -3.2704 -5.6347 -0.3872  0.571
H -4.4168 -4.2667 -0.5165  0.422
H -2.6553 -3.9797 -0.5509  -0.120
H -4.8308 -3.1721 -2.5971  0.776
H -3.2383 -2.6093 -2.4022  -0.310
H -3.9766 -2.1085 -4.6957  0.217
H -4.3674 -3.7418 -4.7519  0.445
H -1.5475 -2.5027 -4.2886  -0.079
H -2.0787 -3.2232 -5.8528  0.696
H -1.6353 -5.4485 -6.3684  0.483
H -1.8187 -6.6771 -5.0905  0.458
H -3.2286 -5.5819 -5.5149  0.325
H 0.3402 -5.4919 -4.7222  0.291
H 0.3227 -3.6461 -4.5909  0.289
H 0.2614 -4.6215 -3.3049  0.070
H -4.2497 -6.7655 -2.5186  0.435
H -4.7167 -5.8413 -3.9914  0.275
H -5.5355 -5.6304 -2.5076  0.419
H -1.1451 -6.0918 -1.7862  0.337
C 2.6600 6.4788 -2.9442  -1.703
C 2.9021 5.3066 -3.9082  1.371
C 4.3921 4.8328 -3.9123  -1.530
C 4.6980 3.8188 -2.7551  -0.509
C 3.6424 2.6949 -2.8437  -1.219
C 2.1491 3.1243 -2.8071  3.088
N 1.9520 4.1576 -3.8077  0.410
O 0.6495 4.4770 -4.1141  -0.231
C 1.3179 1.8536 -3.1715  -0.545
C 1.7221 3.6726 -1.4505  -0.773
C 2.7854 5.8702 -5.3903  -2.080
H 1.6130 6.7226 -2.7638  0.230
H 3.1854 7.3178 -3.4004  0.516
H 3.0553 6.2972 -1.9448  0.351
H 4.6880 4.4318 -4.8817  0.379
H 5.0842 5.6490 -3.7051  0.499
H 4.6289 4.3490 -1.8053  0.167
H 5.7228 3.4541 -2.6854  0.401
H 3.8144 1.8137 -2.2256  -0.069
H 3.9256 2.3455 -3.8366  0.397
H 1.4602 1.0188 -2.4851  -0.999
H 0.2637 2.0814 -3.0138  -0.185
H 1.4931 1.3797 -4.1373  0.677
H 0.7775 4.2095 -1.5374  0.308
H 1.5410 2.8232 -0.7919  -0.709
H 2.4121 4.3743 -0.9819  0.209
H 3.5882 6.5594 -5.6522  0.489
H 1.8059 6.3474 -5.4221  0.382
H 2.8333 5.0498 -6.1062  0.438
H 0.5275 3.9937 -4.9346  0.246

Values from the calculation:
F_max ... 4.30 eV/Å
HOMO-LUMO gap ... 6.8219 eV
LUMO level ... -0.98 eV
Energy ... -145740.6720 eV